Molecular formula: C36H38As2Br4CsN6O2
Method: DFT, the ωB97M-V functional and the def2-TZVPD basis

Energy (Eh): -16661.4446
Charge: -1
Energy above the lowest of the compared OMol25 structures with the same formula, charge and spin (kcal/mol): 10.81
2S+1: 1
Orbital gap (eV): 4.48
Highest occupied orbital energy (eV): -3.039

Last column: Löwdin charge in e.
Cartesian coordinates (Å):
Cs -0.26 1.38 1.27  1.378
C 0.36 0.62 6.27  -0.084
N 1.46 1.08 5.45  -0.177
C 1.70 2.51 5.57  -0.068
C 1.56 0.49 4.18  -0.487
N 0.70 -0.24 3.60  0.067
N 2.83 0.73 3.64  0.132
C 3.28 0.70 2.32  -0.536
N 4.65 1.00 2.29  0.123
N 2.55 0.47 1.31  0.053
H 0.52 0.97 7.29  0.088
H 0.31 -0.46 6.28  0.090
H -0.61 1.01 5.93  0.095
H 2.27 2.73 6.49  0.083
H 0.75 3.06 5.62  0.088
H 2.23 2.90 4.70  0.061
H -0.18 -0.25 4.12  0.040
H 3.47 1.14 4.29  0.129
H 5.19 0.55 3.02  0.083
H 5.06 0.82 1.39  0.086
H 3.10 0.48 0.46  0.061
C -0.37 -0.63 -1.29  -0.531
C 0.12 -2.05 -1.51  -0.466
As 0.11 -3.14 0.14  1.325
C 0.35 -4.87 -0.75  -0.396
C 1.38 -5.75 -0.45  -0.110
C 1.47 -6.99 -1.08  -0.097
C 0.52 -7.36 -2.01  -0.106
C -0.53 -6.50 -2.31  -0.095
C -0.61 -5.27 -1.68  -0.128
C 1.95 -2.89 0.76  -0.422
C 3.04 -2.78 -0.09  -0.119
C 4.32 -2.64 0.42  -0.098
C 4.53 -2.63 1.79  -0.113
C 3.44 -2.74 2.65  -0.099
C 2.16 -2.87 2.13  -0.138
As -0.04 0.45 -2.92  1.312
C -1.30 1.93 -2.79  -0.403
C -2.68 1.79 -2.72  -0.096
C -3.50 2.91 -2.71  -0.077
C -2.95 4.18 -2.74  -0.074
C -1.57 4.33 -2.79  -0.085
C -0.75 3.21 -2.82  -0.135
C -1.04 -0.68 -4.18  -0.397
C -0.57 -0.76 -5.49  -0.129
C -1.23 -1.52 -6.44  -0.100
C -2.39 -2.21 -6.10  -0.103
C -2.87 -2.14 -4.79  -0.087
C -2.20 -1.37 -3.85  -0.129
H 0.22 -0.16 -0.49  -0.105
H -1.41 -0.58 -0.97  0.062
H 1.13 -2.06 -1.93  0.051
H -0.51 -2.58 -2.22  0.034
H 2.14 -5.47 0.27  0.093
H 2.28 -7.66 -0.83  0.097
H 0.58 -8.33 -2.51  0.095
H -1.28 -6.78 -3.04  0.099
H -1.44 -4.61 -1.92  0.094
H 2.90 -2.81 -1.17  0.098
H 5.17 -2.56 -0.26  0.098
H 5.53 -2.54 2.19  0.096
H 3.59 -2.73 3.72  0.101
H 1.31 -2.92 2.81  0.082
H -3.13 0.81 -2.65  0.091
H -4.57 2.78 -2.62  0.102
H -3.59 5.05 -2.69  0.111
H -1.13 5.32 -2.76  0.099
H 0.33 3.34 -2.85  0.087
H 0.34 -0.23 -5.76  0.086
H -0.85 -1.57 -7.45  0.096
H -2.91 -2.80 -6.84  0.095
H -3.77 -2.67 -4.52  0.100
H -2.59 -1.32 -2.84  0.098
Br -4.48 7.42 0.32  0.631
C -3.92 5.61 0.39  -0.797
C -4.84 4.59 0.39  -0.790
Br -6.70 4.96 0.32  0.633
C -4.39 3.26 0.45  -0.657
Br -5.61 1.80 0.38  0.685
C -3.03 2.88 0.48  -0.520
O -2.65 1.66 0.48  -0.425
C -2.05 3.98 0.49  -0.500
O -0.78 3.72 0.51  -0.470
C -2.55 5.29 0.46  -0.650
Br -1.23 6.66 0.43  0.684
N 1.18 4.37 2.73  0.025
H 1.85 4.99 2.29  0.013
H 0.67 4.96 3.39  0.014
H 0.49 4.18 1.99  -0.049

Molecular formula: C36H38BCrF4N7S2Se
Method: DFT, the ωB97M-V functional and the def2-TZVPD basis

Energy (Eh): -6444.9207
Charge: -1
Energy above the lowest of the compared OMol25 structures with the same formula, charge and spin (kcal/mol): 7.94
2S+1: 4
Orbital gap (alpha / beta) (eV): 6.10 / 6.17
Highest occupied orbital energy (alpha / beta) (eV): -4.113 / -4.225

Last column: Löwdin charge in e.
Cartesian coordinates (Å):
Cr 1.16 -0.27 0.94  0.308
C 5.14 -0.11 3.43  -0.126
C 3.89 0.26 2.67  -0.770
S 2.66 -1.00 2.60  0.618
C 3.69 1.47 2.11  -0.784
C 4.66 2.62 2.22  -0.129
S 2.22 1.84 1.21  0.599
H 5.16 -1.19 3.58  0.056
H 5.17 0.37 4.41  0.077
H 6.04 0.18 2.88  0.072
H 5.54 2.36 2.81  0.060
H 4.16 3.47 2.68  0.068
H 4.98 2.94 1.22  0.070
C -2.44 4.10 -3.12  -0.040
C -2.34 2.84 -3.95  -0.211
C -2.87 2.78 -5.23  -0.054
C -2.78 1.62 -6.00  -0.099
C -2.14 0.51 -5.47  -0.087
C -1.61 0.55 -4.19  -0.039
C -1.69 1.71 -3.43  -0.201
N -1.18 1.80 -2.13  0.147
C -0.24 0.97 -1.51  -0.344
N 0.73 0.54 -2.33  0.152
C 1.96 -0.12 -2.04  -0.201
C 2.30 -0.52 -0.75  -0.178
C 3.58 -1.08 -0.62  -0.113
C 4.44 -1.25 -1.69  -0.072
C 4.04 -0.86 -2.96  -0.062
C 2.80 -0.28 -3.15  -0.227
C 2.38 0.16 -4.53  -0.056
N -0.31 0.73 -0.23  0.049
C -1.48 1.24 0.42  -0.250
C -1.34 2.33 1.28  -0.046
C -2.44 2.89 1.91  -0.073
C -3.70 2.37 1.67  -0.093
C -3.85 1.29 0.82  -0.063
C -2.75 0.70 0.19  -0.225
C -2.96 -0.47 -0.73  -0.019
H -2.86 4.91 -3.71  0.076
H -1.45 4.40 -2.76  0.088
H -3.08 3.95 -2.25  0.085
H -3.37 3.65 -5.63  0.107
H -3.20 1.60 -6.99  0.097
H -2.06 -0.40 -6.06  0.103
H -1.14 -0.34 -3.78  0.113
H -1.69 2.38 -1.49  0.125
H 0.69 0.94 -3.25  0.102
H 3.91 -1.41 0.36  0.063
H 5.41 -1.70 -1.54  0.105
H 4.70 -1.00 -3.81  0.101
H 3.15 -0.11 -5.25  0.073
H 2.24 1.25 -4.59  0.082
H 1.45 -0.31 -4.86  0.073
H -0.34 2.74 1.44  0.070
H -2.30 3.72 2.59  0.107
H -4.57 2.80 2.15  0.100
H -4.83 0.87 0.63  0.111
H -3.77 -1.11 -0.35  0.084
H -2.06 -1.07 -0.82  0.055
H -3.25 -0.14 -1.73  0.078
F 3.28 -5.38 1.25  0.097
B 2.76 -4.69 0.15  -1.224
F 3.72 -4.55 -0.86  0.095
F 1.63 -5.41 -0.37  0.053
F 2.30 -3.41 0.55  0.073
C -1.23 -4.93 -0.75  -0.006
N -0.88 -3.85 0.16  -0.096
C -1.06 -3.83 1.52  -0.031
C -0.51 -2.67 1.96  -0.109
N -0.01 -1.98 0.89  -0.037
C -0.24 -2.72 -0.17  -0.159
H -1.83 -5.66 -0.21  0.090
H -0.32 -5.40 -1.11  0.079
H -1.81 -4.54 -1.58  0.087
H -1.54 -4.64 2.05  0.119
H -0.42 -2.30 2.97  0.102
H 0.12 -2.51 -1.17  0.157
Se 1.12 1.06 3.89  1.130
N -0.20 0.26 3.05  -0.252
C -1.27 0.28 3.85  -0.372
C -2.54 -0.27 3.55  -0.041
C -3.54 -0.19 4.48  -0.094
C -3.33 0.42 5.74  -0.105
C -2.12 0.96 6.07  -0.042
C -1.07 0.92 5.13  -0.393
N 0.17 1.42 5.32  -0.227
H -2.70 -0.76 2.60  0.103
H -4.51 -0.61 4.25  0.097
H -4.14 0.45 6.46  0.091
H -1.94 1.43 7.03  0.105

Molecular formula: C36H38BaN2O2STe
Method: DFT, the ωB97M-V functional and the def2-TZVPD basis

Energy (Eh): -2346.3645
Charge: -1
Energy above the lowest of the compared OMol25 structures with the same formula, charge and spin (kcal/mol): 0.00
2S+1: 2
Orbital gap (alpha / beta) (eV): 6.91 / 6.90
Highest occupied orbital energy (alpha / beta) (eV): -4.754 / -4.755

Last column: Löwdin charge in e.
Cartesian coordinates (Å):
Ba 1.67 1.42 0.31  1.836
S 2.24 3.43 5.26  0.932
C 1.94 1.78 5.58  -0.481
C 1.84 1.06 4.44  -0.280
C 1.99 1.79 3.21  -0.283
C 2.22 3.10 3.52  -0.562
C 2.42 4.23 2.61  -0.311
C 2.40 5.56 3.04  -0.055
C 2.59 6.59 2.14  -0.082
C 2.80 6.28 0.80  -0.082
C 2.80 4.95 0.45  -0.155
N 2.63 3.95 1.31  0.000
H 1.87 1.43 6.60  0.044
H 1.65 -0.01 4.47  0.069
H 2.21 5.78 4.09  0.074
H 2.57 7.62 2.48  0.100
H 2.95 7.05 0.06  0.093
H 2.94 4.66 -0.59  0.109
C 5.95 0.43 -0.57  -0.060
C 4.73 0.38 -1.50  -0.805
C 4.96 1.34 -2.67  -0.062
C 4.56 -1.04 -2.04  -0.061
O 3.59 0.75 -0.80  -0.646
H 6.87 0.14 -1.09  0.071
H 5.79 -0.26 0.27  0.075
H 6.06 1.43 -0.17  0.076
H 5.84 1.07 -3.26  0.071
H 5.08 2.36 -2.30  0.073
H 4.08 1.33 -3.33  0.074
H 5.42 -1.37 -2.63  0.072
H 3.67 -1.09 -2.67  0.063
H 4.41 -1.74 -1.21  0.074
C -3.72 -7.54 1.38  -0.058
C -3.35 -6.10 1.13  -0.276
C -3.62 -5.49 -0.09  -0.025
C -3.29 -4.16 -0.34  -0.298
C -3.62 -3.58 -1.69  -0.076
C -2.65 -3.41 0.67  -0.408
Te -2.10 -1.37 0.29  1.421
N -0.98 1.39 -0.48  -0.025
C -1.10 2.68 -0.55  -0.705
O -0.09 3.45 -0.62  -0.191
C -2.48 3.27 -0.57  -0.152
C -3.59 2.58 -0.10  -0.039
C -4.85 3.16 -0.15  -0.092
C -5.01 4.43 -0.68  -0.108
C -3.90 5.13 -1.16  -0.092
C -2.64 4.55 -1.10  -0.027
C -0.80 -1.88 -1.30  -0.489
C 0.28 -2.71 -0.98  -0.136
C 1.21 -3.08 -1.94  -0.092
C 1.06 -2.60 -3.24  -0.093
C 0.00 -1.78 -3.55  -0.051
C -0.95 -1.40 -2.60  -0.329
C -2.07 -0.48 -3.01  -0.082
C -2.38 -4.01 1.90  -0.310
C -1.70 -3.31 3.06  -0.086
C -2.74 -5.34 2.11  -0.032
H -4.23 -7.97 0.52  0.069
H -4.38 -7.63 2.24  0.077
H -2.83 -8.14 1.58  0.078
H -4.11 -6.06 -0.87  0.109
H -4.24 -4.27 -2.26  0.074
H -2.71 -3.39 -2.26  0.072
H -4.15 -2.63 -1.59  0.057
H -3.46 1.58 0.30  0.068
H -5.71 2.61 0.22  0.096
H -5.99 4.88 -0.72  0.092
H -4.03 6.12 -1.57  0.095
H -1.76 5.08 -1.44  0.112
H 0.39 -3.07 0.04  0.095
H 2.04 -3.71 -1.68  0.102
H 1.79 -2.86 -4.00  0.101
H -0.11 -1.40 -4.56  0.109
H -2.28 -0.58 -4.07  0.077
H -1.79 0.56 -2.80  0.067
H -2.98 -0.68 -2.44  0.034
H -1.56 -2.25 2.88  0.007
H -0.71 -3.75 3.23  0.085
H -2.28 -3.44 3.97  0.079
H -2.52 -5.80 3.07  0.119

Molecular formula: C36H38BeO2P2
Method: DFT, the ωB97M-V functional and the def2-TZVPD basis

Energy (Eh): -2242.4129
Charge: 0
Energy above the lowest of the compared OMol25 structures with the same formula, charge and spin (kcal/mol): 17.72
2S+1: 1
Orbital gap (eV): 7.59
Highest occupied orbital energy (eV): -7.682

Last column: Löwdin charge in e.
Cartesian coordinates (Å):
Be 1.82 -0.85 -0.01  0.048
C -2.26 -0.27 5.74  -0.088
C -3.24 -0.40 4.83  -0.128
C -4.02 0.74 4.31  -0.205
C -3.29 1.52 3.19  -0.191
C -1.92 1.98 3.49  -0.119
C -1.55 2.56 4.65  -0.090
C -2.33 2.34 5.92  -0.229
C -2.16 0.97 6.60  -0.182
C 3.54 -0.66 0.67  -0.232
H -1.55 -1.08 5.97  0.113
H -3.47 -1.38 4.43  0.088
H -4.34 1.42 5.11  0.093
H -4.94 0.34 3.88  0.105
H -3.32 0.94 2.26  0.083
H -3.94 2.40 3.07  0.123
H -1.18 1.81 2.70  0.094
H -0.70 3.24 4.73  0.104
H -3.37 2.69 5.85  0.094
H -1.87 3.06 6.61  0.098
H -1.15 1.06 7.02  0.111
H -2.88 0.92 7.42  0.114
H 3.59 -1.55 1.32  -0.002
H 3.50 0.22 1.32  -0.023
H 4.52 -0.56 0.20  -0.018
P 0.30 -2.04 -1.40  1.095
P 2.31 0.41 -1.83  1.085
C -0.28 -0.48 -2.07  -0.343
C 0.59 0.49 -2.40  -0.326
C -0.23 -3.09 -2.90  -0.333
C -1.26 -2.71 -3.77  -0.088
C -1.70 -3.54 -4.81  -0.075
C -1.08 -4.78 -5.02  -0.082
C -0.02 -5.16 -4.19  -0.081
C 0.41 -4.32 -3.15  -0.099
C -1.22 -2.23 -0.35  -0.365
C -1.57 -1.22 0.55  -0.090
C -2.51 -1.48 1.55  -0.059
C -3.20 -2.69 1.58  -0.071
C -2.96 -3.64 0.58  -0.076
C -1.95 -3.41 -0.38  -0.091
C 2.93 0.83 -3.61  -0.295
C 2.54 0.01 -4.68  -0.102
C 2.79 0.38 -6.01  -0.082
C 3.43 1.60 -6.30  -0.088
C 3.78 2.44 -5.24  -0.082
C 3.52 2.07 -3.92  -0.085
C 2.40 2.09 -1.11  -0.373
C 3.58 2.40 -0.42  -0.112
C 3.71 3.63 0.22  -0.068
C 2.67 4.57 0.17  -0.075
C 1.50 4.27 -0.55  -0.072
C 1.36 3.03 -1.18  -0.077
H -1.35 -0.37 -2.26  0.089
H 0.34 1.31 -3.10  0.095
H -1.76 -1.74 -3.67  0.096
H -2.52 -3.23 -5.45  0.108
H -1.43 -5.44 -5.82  0.108
H 0.46 -6.12 -4.35  0.105
H 1.26 -4.62 -2.54  0.105
H -1.10 -0.24 0.50  0.102
H -2.69 -0.76 2.35  0.068
H -3.91 -2.87 2.39  0.103
H -3.53 -4.56 0.53  0.099
H -1.75 -4.15 -1.16  0.100
H 1.99 -0.91 -4.50  0.098
H 2.50 -0.27 -6.83  0.104
H 3.63 1.88 -7.34  0.107
H 4.25 3.40 -5.46  0.107
H 3.76 2.78 -3.13  0.099
H 4.37 1.65 -0.36  0.097
H 4.62 3.84 0.78  0.108
H 2.77 5.52 0.68  0.105
H 0.69 4.99 -0.60  0.106
H 0.43 2.81 -1.71  0.093
O 0.66 -0.01 3.48  0.024
C 1.41 -0.45 2.63  -0.428
O 1.06 -0.91 1.43  -0.165
H 2.52 -0.43 2.84  0.116

Molecular formula: C36H38GeIrN4OSSe2
Method: DFT, the ωB97M-V functional and the def2-TZVPD basis

Energy (Eh): -9071.1746
Charge: 0
2S+1: 2
Orbital gap (alpha / beta) (eV): 6.04 / 5.38
Highest occupied orbital energy (alpha / beta) (eV): -7.486 / -7.480

Last column: Löwdin charge in e.
Cartesian coordinates (Å):
Ir -0.27 -0.09 0.01  0.919
N -1.09 0.59 4.34  0.197
C -1.01 0.30 3.03  -0.550
O 0.05 0.47 2.42  -0.155
C -2.23 -0.27 2.36  -0.193
C -2.20 0.06 0.86  -0.332
H -0.28 0.97 4.80  0.120
H -1.94 0.47 4.86  0.114
H -3.14 0.09 2.84  0.120
H -2.19 -1.35 2.51  0.088
H -2.48 1.12 0.74  0.029
H -2.96 -0.54 0.36  0.038
C 0.79 -2.99 2.40  -0.219
Ge -0.19 -2.52 0.70  0.929
C 0.64 -3.71 -0.70  -0.298
C 0.78 -3.34 -2.03  -0.132
C 1.34 -4.21 -2.95  -0.082
C 1.76 -5.47 -2.56  -0.094
C 1.60 -5.85 -1.24  -0.092
C 1.06 -4.97 -0.32  -0.119
C -2.03 -3.32 0.97  -0.244
C -2.37 -3.89 2.17  -0.130
C -3.66 -4.37 2.43  -0.083
C -4.64 -4.26 1.47  -0.037
C -4.34 -3.69 0.22  -0.169
C -5.33 -3.55 -0.78  -0.040
C -5.03 -3.00 -1.99  -0.077
C -3.72 -2.57 -2.26  -0.060
C -2.75 -2.68 -1.31  -0.055
C -3.02 -3.23 -0.04  -0.191
H 0.69 -4.05 2.62  0.009
H 0.43 -2.43 3.26  0.007
H 1.85 -2.78 2.29  0.007
H 0.45 -2.36 -2.35  0.066
H 1.45 -3.90 -3.99  0.103
H 2.19 -6.15 -3.27  0.100
H 1.92 -6.84 -0.92  0.100
H 0.95 -5.28 0.72  0.088
H -1.63 -3.96 2.95  0.084
H -3.89 -4.79 3.39  0.100
H -5.64 -4.60 1.67  0.109
H -6.33 -3.89 -0.56  0.108
H -5.79 -2.91 -2.75  0.102
H -3.49 -2.14 -3.23  0.100
H -1.74 -2.34 -1.52  0.058
Se -0.84 0.11 -4.64  0.598
C -0.82 0.35 -2.94  -0.986
N -0.81 0.53 -1.77  -0.142
C 0.11 8.68 -1.47  -0.045
C 0.13 7.28 -0.95  -0.255
C -0.63 6.27 -1.52  -0.006
C -0.62 4.97 -1.03  -0.294
C -1.46 3.92 -1.69  -0.080
C 0.18 4.67 0.08  -0.508
Se 0.17 2.92 0.83  0.957
C 0.97 5.67 0.67  -0.305
C 1.86 5.43 1.85  -0.089
C 0.93 6.95 0.15  -0.020
H -0.51 8.76 -2.36  0.075
H 1.12 9.00 -1.72  0.085
H -0.27 9.36 -0.71  0.086
H -1.26 6.50 -2.38  0.116
H -1.93 4.32 -2.59  0.081
H -2.23 3.56 -1.02  0.082
H -0.85 3.06 -1.96  0.042
H 2.02 4.36 2.01  0.011
H 1.41 5.84 2.75  0.089
H 2.82 5.91 1.70  0.082
H 1.53 7.72 0.61  0.122
N 6.89 0.03 0.58  0.069
C 6.08 -0.14 -0.52  -0.762
S 6.87 -0.34 -2.02  0.663
C 4.68 -0.20 -0.41  -0.229
C 3.98 -0.14 0.83  0.021
C 2.61 -0.16 0.85  -0.140
N 1.84 -0.22 -0.25  -0.109
C 2.49 -0.30 -1.44  -0.096
C 3.84 -0.31 -1.56  -0.007
H 7.84 0.29 0.37  0.083
H 6.49 0.54 1.36  0.089
H 4.51 -0.10 1.77  0.112
H 2.08 -0.14 1.79  0.089
H 1.88 -0.36 -2.33  0.101
H 4.30 -0.40 -2.53  0.082

Q: What is the energy in the third record?
A: -2346.3645 Eh